This record from the Open Molecules 2025 dataset describes one molecule with the formula C4H7O3P. The level of theory is ωB97M-V/def2-TZVPD.

```
15
Properties=species:S:1:pos:R:3:forces:R:3
C -1.201278 -1.518926 0.299980 0.226 0.078 0.088
C -0.070716 -0.556128 0.143453 -0.580 0.042 -0.352
C 0.018455 0.427678 -0.741544 4.550 0.686 2.408
C 1.500837 1.236136 -0.595217 -0.239 0.563 -0.868
O 2.767278 1.065651 0.473321 -4.038 -1.179 -1.388
P 2.059310 0.238961 1.649155 0.148 -0.154 -0.457
O 2.976827 -0.482320 2.508557 0.229 -0.088 0.381
O 0.960342 -0.792222 1.022856 0.141 -0.085 0.113
H -0.804473 -2.530718 0.361056 -0.033 -0.066 -0.039
H -1.886276 -1.440157 -0.539947 -0.032 0.000 -0.005
H -1.739162 -1.317773 1.225958 -0.028 -0.011 0.043
H -0.616799 0.788470 -1.516363 -0.365 0.017 -0.225
H 2.032187 1.070379 -1.529626 0.066 0.068 0.175
H 1.273996 2.293132 -0.477445 0.144 -0.051 -0.032
H 1.230387 1.176561 2.245375 -0.189 0.181 0.157
```
Positions in Å, forces in eV/Å.

Summary:
HOMO-LUMO gap = 10.61 eV
multiplicity = 1
relative energy (zero: lowest compared OMol25 entry of this formula, charge and spin) = 20.7 kcal/mol
calculated total energy = -19692.4923 eV
SMILES string = CC1=CCO[P@H](=O)O1